A 2-piece molecular cluster, C4H8N overall at a distorted geometry. Source: OMol25; level of theory: ωB97M-V/def2-TZVPD.

Summary:
calculated total energy = -211.5553 Ha
ΔE to the lowest compared entry with this formula, charge and spin = 72.68 kcal per mole
total charge = +1
spin multiplicity = 1
lowest unoccupied orbital energy = -4.642 eV

Element x y z (Å)
C (-0.2627, -1.9740, -0.5228)
C (0.1014, -1.8182, -1.7386)
C (-0.6287, -0.1553, 0.7288)
C (0.6738, 1.8971, 0.5182)
N (-0.3578, 1.0793, 1.0966)
H (0.1933, -2.6975, -2.3727)
H (0.2862, -0.8844, -2.2407)
H (-0.5348, -2.6732, 0.2311)
H (-1.4286, -0.6113, 1.3056)
H (1.5294, 1.9534, 1.1949)
H (1.0044, 1.4731, -0.4268)
H (0.3039, 2.9102, 0.3624)
H (-0.8798, 1.5008, 1.8641)